1.
Formula: C45H48F6O3
Source: the OMol25 dataset
Level of theory: wB97M-V/def2-TZVPD

```
102
Properties=species:S:1:pos:R:3:mulliken_charge:R:1
F 1.8671 2.3375 2.3856 -0.316
C 3.0761 2.1297 1.8553 0.310
C 3.7901 3.1636 1.2670 -0.472
C 5.0782 2.9267 0.8128 -0.302
C 5.6947 1.7009 1.0220 -0.752
C 4.9868 0.6798 1.6516 -0.621
C 3.6720 0.8863 2.0368 -0.024
H 3.2824 4.1051 1.1000 0.467
H 5.6651 3.6329 0.2398 0.447
H 6.6762 1.4836 0.6229 0.427
H 5.4060 -0.2887 1.8901 0.406
H 3.1354 0.0811 2.5248 0.425
F -0.7022 -2.7465 -6.6813 -0.302
C -1.8136 -2.0043 -6.7549 0.385
C -2.4787 -1.5935 -5.6096 -0.527
C -3.6373 -0.8432 -5.7543 -0.207
C -4.2325 -0.6468 -6.9942 -0.591
C -3.5811 -1.1156 -8.1232 -0.272
C -2.3676 -1.7796 -8.0028 -0.472
H -2.1119 -1.7727 -4.6076 0.508
H -4.1494 -0.3752 -4.9215 0.354
H -5.1596 -0.1163 -7.1638 0.371
H -4.0465 -1.0057 -9.0941 0.361
H -1.8775 -2.2157 -8.8643 0.387
F -1.7840 -1.7967 2.8694 0.358
C -2.5496 -2.8975 2.7567 0.347
C -2.3256 -3.9714 3.6083 -0.234
C -3.0615 -5.1351 3.4353 -0.653
C -3.9883 -5.2133 2.3939 -0.507
C -4.2606 -4.1022 1.6056 -0.705
C -3.4851 -2.9513 1.7601 -0.313
H -1.5967 -4.0400 4.4066 0.347
H -2.9120 -6.0280 4.0251 0.380
H -4.5905 -6.1055 2.2771 0.365
H -4.9367 -4.1905 0.7671 0.354
H -3.7073 -2.0855 1.1491 0.347
F 0.4057 0.2914 3.9528 0.027
C 0.7053 -0.4065 5.0672 0.487
C 1.9971 -0.3055 5.5833 -0.700
C 2.3148 -1.1532 6.6425 -0.458
C 1.3641 -2.0095 7.1712 -0.627
C 0.0879 -2.1009 6.6274 -0.675
C -0.2715 -1.2355 5.6034 -0.242
H 2.6633 0.4310 5.1575 0.467
H 3.2979 -1.0845 7.0887 0.381
H 1.6574 -2.6836 7.9662 0.365
H -0.6175 -2.7812 7.0841 0.417
H -1.2409 -1.3008 5.1309 0.530
F -4.1450 0.7253 1.9541 -0.299
C -4.0269 1.0395 3.2554 0.264
C -2.7936 1.3008 3.8038 0.042
C -2.6514 1.7833 5.0989 -0.478
C -3.7921 2.0324 5.8535 -0.532
C -5.0252 1.6588 5.3356 -0.451
C -5.1670 1.2475 4.0169 -0.465
H -1.9002 1.2255 3.1944 0.388
H -1.6477 2.0073 5.4323 0.419
H -3.7330 2.5797 6.7847 0.383
H -5.9544 1.8644 5.8532 0.329
H -6.1579 1.1893 3.5866 0.405
F 1.6439 0.7239 -2.8870 -0.333
C 0.7590 0.5694 -1.8825 0.570
C 1.2106 0.5987 -0.5768 -0.606
C 0.3243 0.2529 0.4305 -0.078
C -0.9876 -0.0482 0.1326 -0.300
C -1.4492 0.0110 -1.1828 -0.763
C -0.5553 0.3097 -2.1988 -0.520
H 2.2517 0.7516 -0.3251 0.262
H 0.6629 0.2249 1.4583 0.471
H -1.7199 -0.1608 0.9224 0.187
H -2.4976 -0.1789 -1.3680 0.464
H -0.8221 0.3303 -3.2494 0.564
C 3.6696 4.0799 -2.5866 -0.873
C 4.4320 3.0535 -3.4093 0.754
O 4.6431 3.2667 -4.5744 -0.543
C 4.8056 1.7526 -2.7292 -0.729
H 4.3012 4.6131 -1.8729 0.373
H 2.9010 3.5720 -1.9917 0.088
H 3.1556 4.7887 -3.2270 0.323
H 5.1986 1.0322 -3.4487 0.368
H 3.9620 1.3429 -2.1798 -0.010
H 5.6658 1.8520 -2.0598 0.283
C 1.0659 -3.3578 1.4155 -0.263
C 1.2501 -4.1000 0.1046 0.486
O 1.2587 -5.3101 0.0859 -0.590
C 1.3612 -3.2392 -1.1409 -0.781
H 0.4066 -2.5167 1.1739 -0.238
H 2.0222 -2.8989 1.6777 0.326
H 0.6092 -3.9755 2.1795 0.314
H 2.3306 -2.7318 -1.1189 0.291
H 0.5377 -2.5290 -1.1796 0.077
H 1.4305 -3.8626 -2.0314 0.377
C 0.4773 2.7226 -5.0641 -0.790
C 0.9765 4.0909 -5.4993 0.603
O 2.1484 4.3662 -5.4701 -0.512
C -0.0365 5.0980 -6.0111 -1.126
H 0.1585 2.7627 -4.0218 0.078
H 1.2911 2.0014 -5.1266 0.307
H -0.3132 2.3487 -5.7147 0.507
H -0.8939 4.5486 -6.4105 0.329
H 0.4074 5.5842 -6.8803 0.329
H -0.3869 5.8387 -5.2977 0.272
```

For the maximum force, the calculation gives 1.44 eV Å⁻¹. The total charge is 0. The total energy is -2568.4022 hartree. The structure (SMILES) is Fc1ccccc1.Fc1ccccc1.Fc1ccccc1.Fc1ccccc1.Fc1ccccc1.Fc1ccccc1.CC(C)=O.CC(C)=O.CC(C)=O. The orbital gap is 9.5360 eV.

---

2.
Formula: C45H49AsGeN5O11P2S2Y
Source: the OMol25 dataset
Level of theory: wB97M-V/def2-TZVPD

```
117
Properties=species:S:1:pos:R:3:mulliken_charge:R:1
Y 0.4695 -0.6325 0.9000 -0.274
N 2.5850 -2.0342 -2.3127 0.454
C 3.4227 -0.9781 -1.6445 1.193
C 4.6682 -0.8165 -2.5129 -1.938
P 3.8149 -1.4964 0.0323 0.450
O 4.4818 -0.0914 0.5932 -0.722
O 4.8430 -2.5418 0.0013 -0.905
O 2.4717 -1.7283 0.7526 1.023
P 2.4032 0.5859 -1.7446 -0.169
O 3.5153 1.7514 -1.7162 -0.652
O 1.4971 0.8493 -0.5607 0.943
O 1.8409 0.5971 -3.1108 -0.845
H 3.1603 -2.8443 -2.6903 0.470
H 2.2408 -1.5266 -3.1838 0.577
H 1.8491 -2.4434 -1.7529 -0.774
H 5.2049 -1.7470 -2.6166 0.534
H 5.3018 -0.0635 -2.0343 0.410
H 4.4305 -0.3252 -3.4747 0.445
H 3.8248 0.4880 0.9676 0.360
H 3.6673 2.0692 -0.8165 0.413
C 2.7165 -2.8503 3.4653 -0.770
As 2.7213 -0.9254 3.7429 0.716
C 4.5298 -0.5635 4.0684 -1.159
C 1.8079 -0.6119 5.4736 -1.063
O 2.1296 0.1121 2.5959 -0.249
H 1.6124 -3.1619 3.4282 -0.061
H 3.1984 -3.2724 4.3694 0.624
H 3.3524 -3.1894 2.6357 0.309
H 4.9007 -1.3184 4.8382 0.352
H 4.7571 0.4872 4.2398 0.375
H 4.9235 -0.7278 3.0286 0.345
H 0.7177 -0.5994 5.3053 0.184
H 2.2237 0.3797 5.6972 0.388
H 2.0408 -1.3844 6.1605 0.466
N -2.4422 -8.7049 -2.9625 -0.572
C -1.4648 -7.8319 -2.3888 0.721
C -1.6137 -6.4659 -2.3773 -1.258
C -0.5799 -5.6749 -1.8165 0.292
C 0.6170 -6.2897 -1.4322 0.219
C 0.8028 -7.6894 -1.5291 -0.842
C -0.2199 -8.4580 -2.0327 -0.609
S 1.9556 -5.2655 -0.8865 1.258
O 2.6092 -6.1025 0.1282 -0.720
O 2.7229 -4.8240 -2.0454 -0.836
N 1.2694 -3.9865 -0.3036 -0.292
C 0.6136 -4.0787 0.9053 0.196
S 0.5355 -5.5651 1.8622 -0.125
C -0.4837 -4.7611 2.9981 -0.340
C -0.6282 -3.4276 2.6416 -1.364
N -0.0644 -3.0476 1.4196 0.080
H -3.4308 -8.3899 -2.9528 0.222
H -2.1091 -9.1224 -3.8010 0.204
H -2.5196 -6.0555 -2.6413 0.387
H -0.6963 -4.5908 -1.7631 0.146
H 1.6817 -8.1948 -1.1055 0.397
H -0.1923 -9.5402 -2.0787 0.398
H -0.7979 -5.2689 3.9237 0.364
H -1.0995 -2.7070 3.2627 0.338
O -0.0310 -2.9076 -3.3166 -0.684
C -0.3421 -1.8324 -2.8764 -0.163
N -0.2392 -1.3838 -1.5739 0.595
C -0.8861 -0.2191 -1.4950 0.106
O -1.2006 0.3224 -0.4401 0.025
C -1.4449 0.1988 -2.7887 0.458
C -2.3437 1.1724 -3.1870 -0.323
C -2.8499 1.1405 -4.4821 -0.646
C -2.5291 0.1430 -5.3703 -0.923
C -1.7295 -0.9190 -4.9015 -0.017
C -1.1755 -0.8488 -3.6517 -0.062
H -2.6951 1.9152 -2.4990 0.552
H -3.5005 1.9058 -4.8486 0.453
H -2.8120 0.1436 -6.3951 0.456
H -1.6006 -1.8124 -5.5475 0.421
C 1.9083 4.0371 0.7507 -0.960
Ge -0.0928 4.0342 0.3197 0.545
C -0.4733 4.3448 -1.5734 0.250
C -1.3636 5.3845 -1.9943 0.124
C -1.6384 5.5759 -3.3455 -1.052
C -0.9877 4.6895 -4.2283 -0.367
C -0.1048 3.7042 -3.8615 -0.845
C 0.2178 3.6070 -2.5282 -0.264
C -1.0603 5.5129 1.2250 0.094
C -0.6303 6.8177 1.3603 -0.309
C -1.5127 7.8754 1.6722 -0.758
C -2.8776 7.6172 1.9083 -1.032
C -3.3290 6.2326 1.9783 0.766
C -4.6861 5.9338 2.0887 -0.556
C -5.1478 4.6217 1.9451 -0.718
C -4.2931 3.6193 1.5162 -0.930
C -2.9259 3.8995 1.3286 -0.012
C -2.3869 5.2093 1.6090 0.639
H 2.4485 3.1724 0.3749 -0.106
H 2.2831 4.2707 1.7171 0.549
H 2.4561 4.8240 0.1297 0.387
H -1.9123 5.9729 -1.2717 0.340
H -2.2536 6.3533 -3.7898 0.427
H -1.1350 4.7901 -5.3226 0.288
H 0.3038 2.9593 -4.5102 0.580
H 0.8259 2.7817 -2.2588 0.494
H 0.3796 7.0426 1.0369 0.351
H -1.0334 8.8222 1.8070 0.432
H -3.4302 8.5327 2.2038 0.281
H -5.4606 6.6784 2.2615 0.334
H -6.1668 4.4703 2.1628 0.477
H -4.6547 2.6455 1.3552 0.563
H -2.2563 3.0444 0.9636 -0.512
C -3.1249 1.5161 4.1555 -0.163
C -3.4304 0.3200 3.5359 -0.874
C -2.4335 -0.3543 2.8565 -0.319
C -1.0776 0.0628 2.8005 0.060
C -0.8323 1.2944 3.4105 0.009
C -1.8677 2.0368 4.0796 -0.926
H -3.9739 2.0829 4.6576 0.244
H -4.4904 -0.0233 3.5906 0.296
H -2.7680 -1.2318 2.3596 0.422
H 0.1633 1.7676 3.3765 0.388
H -1.5844 3.0299 4.3716 0.406
```

For the maximum force, the calculation gives 3.18 eV Å⁻¹. The total charge is -1. The total energy is -8676.1224 hartree. The spin multiplicity is 2. Its expectation value of S² is 0.75. The orbital gap (alpha / beta) is 7.2107 / 7.1125 eV.